The following is a DFT calculation (ωB97M-V with the def2-TZVPD basis set) of a single C5H7NO2 molecule in a non-equilibrium geometry.

```
15
Properties=species:S:1:pos:R:3:forces:R:3:mulliken_charge:R:1
C 0.3353 0.0687 -0.4189 -0.711 0.478 1.623 1.10
C 0.6992 1.1445 0.5037 0.170 0.864 1.079 -0.92
C 0.9784 2.0866 1.2302 -0.730 -1.245 -0.840 0.12
C -1.1218 -0.2326 -0.6228 -1.712 0.497 0.315 -0.19
C -0.3010 -1.2625 0.0493 1.315 0.442 0.275 -0.54
H 1.8910 0.6619 -1.5866 -1.306 -0.997 -0.060 0.26
H 1.4485 -0.9020 -1.7890 0.558 -1.388 -0.117 0.19
H 1.0702 2.9464 1.8800 0.147 -0.546 -0.435 0.44
H -1.4319 -0.3537 -1.6506 0.226 -0.137 -0.155 0.35
H -2.1855 0.1038 1.0530 0.458 0.395 -2.107 0.36
H 0.1000 -2.1248 -0.4920 -0.383 0.065 0.166 0.33
H 0.1157 -1.0897 1.9447 1.429 0.743 0.786 0.32
N 1.0848 -0.0130 -1.5902 2.218 2.361 -1.586 -0.70
O -2.1359 0.4194 0.0896 0.064 -0.620 1.792 -0.58
O -0.5469 -1.4529 1.3995 -1.744 -0.910 -0.737 -0.55
```
Positions in Å, forces in eV/Å.

Lowest unoccupied orbital energy = 0.771 eV
Net charge = 0
SMILES = C#C[C@]1(N)[C@H](O)[C@@H]1O
2S+1 = 1

---

The following is a DFT calculation (ωB97M-V with the def2-TZVPD basis set) of a single C8H8ClI2NO2 molecule in a non-equilibrium geometry.

```
22
Properties=species:S:1:pos:R:3:forces:R:3:mulliken_charge:R:1
C 1.5332 -0.3303 0.2263 0.119 0.343 0.381 -0.39
C 1.9634 1.9921 1.6295 -0.333 -0.979 3.772 -0.07
C 2.7121 -0.0006 1.0206 -0.430 0.621 -0.670 0.32
C -1.8217 0.0095 -0.6715 -0.367 3.132 -0.465 0.63
C 0.4096 0.3520 -0.0947 2.329 -5.357 1.326 -0.49
C 1.7061 2.5616 0.4949 0.422 2.927 -1.897 -0.67
C -2.1284 -2.4469 -0.6341 0.994 -0.753 0.783 -1.09
C -2.7196 -1.0933 -1.0498 1.734 -1.630 1.409 -0.42
N 2.8552 0.9536 1.8340 -0.090 0.912 -0.208 -0.46
O -2.0560 1.2090 -0.7872 0.567 -2.173 0.364 -0.59
O -0.6230 -0.4697 -0.2430 -1.515 -0.967 -0.580 -0.30
Cl 4.0180 -1.0739 0.9231 0.641 -1.145 -0.124 -0.18
I 2.8058 2.4061 -1.2980 -0.080 -0.113 0.329 0.23
I 0.6069 4.3586 0.5308 -0.220 -0.222 0.019 0.19
H 1.4789 -1.3897 0.0991 -0.340 -0.589 -0.071 0.36
H 1.4237 2.3075 2.5746 0.659 -0.105 -1.253 0.26
H 0.1788 1.2784 -0.2655 -0.867 5.089 -0.773 1.07
H -1.9909 -2.7664 0.4181 -0.437 1.322 0.081 0.30
H -2.8056 -3.2138 -0.9308 -0.163 -0.787 -1.050 0.39
H -1.0721 -2.5613 -0.9712 -1.144 -0.227 -0.540 0.25
H -3.6997 -0.9739 -0.7058 -1.419 0.516 0.721 0.41
H -2.7748 -1.1085 -2.0996 -0.059 0.184 -1.553 0.27
```
Positions in Å, forces in eV/Å.

Lowest unoccupied orbital energy = -0.412 eV
Net charge = 0
2S+1 = 1

---

The following is a DFT calculation (ωB97M-V with the def2-TZVPD basis set) of 2 unconnected molecules or ions with the total composition C3H2N4O in a non-equilibrium geometry.

```
10
Properties=species:S:1:pos:R:3:forces:R:3:mulliken_charge:R:1
C 1.9512 0.1955 0.1841 5.759 -3.262 -1.743 0.07
C 0.4987 0.0054 -0.2369 4.284 1.207 0.884 0.80
C -2.0027 -0.2604 0.3749 0.480 0.801 1.685 0.05
H -3.0079 -0.1800 1.5069 3.347 -0.541 -4.012 0.30
H -1.9602 1.9719 -0.0652 1.372 -3.809 -0.658 0.32
N 3.1405 -0.0779 0.2156 -6.751 2.030 0.214 -0.38
N -0.0271 -1.0861 -0.5457 0.760 -1.942 -0.703 -0.41
N -1.1680 -1.2295 0.1540 -4.407 -0.102 1.984 -0.21
N -1.5393 0.9320 -0.3626 -1.193 3.241 1.599 -0.33
O -0.0698 1.0994 0.0497 -3.651 2.377 0.749 -0.21
```
Positions in Å, forces in eV/Å.

Lowest unoccupied orbital energy = -0.528 eV
Net charge = 0
2S+1 = 1

---

The following is a DFT calculation (ωB97M-V with the def2-TZVPD basis set) of a molecular structure, C49H96InN3O18 in a non-equilibrium geometry.

```
167
Properties=species:S:1:pos:R:3:forces:R:3:mulliken_charge:R:1
In -9.7104 -21.5518 1.5309 -0.052 -0.443 -0.062 1.23
C -8.2191 -16.7501 3.6763 -1.026 1.102 0.122 -0.93
C -7.7255 -18.0398 3.1101 0.488 -1.562 -0.109 -0.20
O -8.5112 -18.8140 2.2738 -0.840 0.483 -0.490 -0.39
H -8.8414 -16.8948 4.5594 -0.581 0.073 -0.375 -0.06
H -8.6842 -16.1722 2.8776 -0.662 -0.014 0.111 0.23
H -7.4620 -16.0525 4.0344 0.711 -0.450 -0.061 0.40
H -7.5008 -18.6634 3.9753 0.674 -0.381 0.394 0.08
H -6.7986 -17.8025 2.5878 0.620 -0.275 -0.172 0.33
C -12.5079 -24.8097 1.3211 -0.147 0.004 0.486 -0.79
C -13.2212 -23.6211 0.6626 2.292 0.785 -0.607 -0.50
O -12.6039 -22.3685 0.8930 -0.081 -0.244 0.515 -0.09
H -12.7715 -25.6733 0.7107 0.068 -0.323 0.315 0.39
H -12.7644 -24.9570 2.3702 -0.343 -0.063 -0.021 0.32
H -11.4237 -24.7003 1.3464 0.049 0.264 -0.461 -0.25
H -14.2866 -23.6377 0.8920 -0.204 0.361 0.473 0.28
H -13.1198 -23.8262 -0.4031 -0.301 -0.030 -0.484 0.27
C -8.9473 -26.2733 0.2204 0.404 0.236 0.575 -1.45
C -8.6826 -24.8608 -0.2871 -0.254 1.632 -0.313 -0.06
O -8.1391 -23.8332 0.5174 -0.751 -0.583 0.382 0.13
H -9.6430 -26.1116 1.0438 0.140 -0.585 0.292 0.17
H -8.0707 -26.8484 0.5188 0.101 0.230 0.347 0.26
H -9.4258 -26.9108 -0.5231 -0.229 0.371 -0.250 0.38
H -9.6809 -24.5537 -0.5988 -0.621 0.379 -0.177 -0.08
H -8.1652 -24.7987 -1.2444 0.494 -0.484 -0.355 0.23
C -4.9004 -24.7550 -0.7195 -0.162 0.940 -0.282 -1.48
C -5.0098 -24.5203 0.7842 -0.542 -0.557 -0.710 1.98
C -5.6558 -25.7219 1.4563 0.043 -0.741 -0.344 0.25
O -4.8018 -26.0286 2.5233 2.602 0.705 1.933 -0.39
C -3.5750 -25.3845 2.3835 0.946 0.030 1.601 0.47
O -2.5784 -25.5736 3.1139 -3.746 0.781 -2.896 -0.61
O -3.7069 -24.4416 1.3802 1.047 -1.385 1.292 -0.46
H -5.8708 -24.7074 -1.2136 -0.277 -0.048 0.396 0.20
H -4.4783 -25.7145 -1.0184 0.304 0.026 0.436 0.45
H -4.3499 -23.9327 -1.1763 0.301 -0.142 -0.016 0.34
H -5.5258 -23.6030 1.0676 -0.109 0.013 -0.384 -0.78
H -5.5581 -26.6574 0.9054 -0.645 0.298 -0.984 0.34
H -6.6864 -25.5734 1.7788 0.192 0.222 0.108 -0.25
C -13.0770 -15.5948 -1.3981 -0.371 -0.672 1.992 -1.06
C -12.0552 -15.8756 -0.2532 -0.871 1.609 0.285 0.22
C -12.5912 -15.7816 1.1959 -0.676 -0.099 -0.403 -0.65
O -12.4425 -17.0993 1.6987 0.090 -0.523 0.550 -0.35
C -11.8503 -17.8949 0.8040 0.545 -3.689 0.620 -0.03
O -11.6633 -19.1247 0.9775 -0.513 4.628 -0.958 0.57
O -11.5298 -17.1655 -0.2871 0.787 -1.597 -0.583 -0.14
H -14.0524 -15.8766 -1.0013 -0.193 0.034 0.042 0.20
H -12.9874 -16.2632 -2.2544 0.662 0.650 -0.277 0.20
H -13.1278 -14.5123 -1.5154 0.191 -0.188 -0.800 0.44
H -11.3008 -15.0888 -0.2454 0.672 -0.532 -0.733 0.39
H -13.6584 -15.5633 1.2327 0.047 0.289 0.076 0.33
H -12.0101 -15.0807 1.7953 -0.129 -0.138 0.109 0.36
C -4.1507 -22.8268 6.4234 0.064 0.261 0.696 -1.41
C -4.6576 -21.6680 5.5329 2.050 -2.086 1.379 0.52
C -4.1147 -21.7890 4.1319 0.453 -0.220 -0.599 -0.48
O -5.2822 -21.6911 3.3253 -0.507 0.195 -0.425 -0.30
C -6.3664 -21.8466 4.1072 -2.782 0.648 -2.669 0.08
O -7.5198 -21.9031 3.6744 2.576 -0.185 1.110 0.00
O -6.0281 -21.8571 5.3702 -1.321 0.255 1.224 -0.31
H -4.6650 -22.8585 7.3839 -0.189 0.419 0.058 0.37
H -3.0989 -22.7007 6.6800 0.113 0.037 -0.241 0.43
H -4.2911 -23.8385 6.0430 0.018 0.211 -0.664 0.27
H -4.3674 -20.7403 6.0261 -0.666 0.281 -0.149 0.30
H -3.6955 -22.7710 3.9128 0.276 -0.006 0.248 0.07
H -3.3794 -21.0235 3.8842 -0.259 0.043 -0.193 0.33
C -6.8470 -25.8156 5.1598 -0.673 -1.101 0.441 -1.22
C -8.3347 -25.5483 5.5193 1.466 0.162 0.579 0.32
C -8.5967 -24.4811 6.5652 1.833 -0.528 1.210 -0.33
O -9.6210 -23.6647 6.0541 -0.488 -0.205 0.457 -0.30
C -9.7151 -23.9208 4.7593 -0.013 1.534 -2.638 0.17
O -10.3517 -23.2524 3.9613 0.809 -1.366 1.289 0.00
O -8.8634 -24.9233 4.4047 -1.961 0.717 -1.732 -0.26
H -6.3344 -26.3929 5.9293 0.034 0.292 0.342 0.54
H -6.2655 -24.9332 4.8927 -0.353 0.197 0.225 0.05
H -6.7969 -26.4912 4.3059 -0.238 0.141 -0.190 0.26
H -8.9091 -26.4264 5.8146 0.180 -0.462 -0.531 0.27
H -7.6664 -23.9208 6.6581 -0.161 0.544 0.214 0.08
H -8.8290 -24.9286 7.5316 -0.379 0.351 -0.028 0.39
C -9.3085 -19.8817 -3.6450 0.948 0.916 0.955 -1.96
C -9.0850 -20.9900 -2.5983 -1.001 -1.773 -0.624 2.08
C -8.3633 -22.1406 -3.3212 2.696 -0.177 0.014 -1.20
C -6.8209 -21.8722 -3.4352 -0.568 0.067 -0.227 -1.21
C -6.2430 -21.7337 -2.0231 -1.603 -0.802 -1.606 -0.14
C -6.8814 -20.5422 -1.3190 1.838 0.007 -0.426 2.02
N -8.3499 -20.5447 -1.3385 -0.959 -3.207 -0.923 0.99
O -9.0011 -19.4588 -0.7216 0.958 -0.152 -1.061 0.20
C -6.4036 -20.6078 0.1011 -0.956 0.713 1.629 -1.81
C -6.2404 -19.3101 -1.9527 -0.334 1.424 0.188 -2.13
C -10.4871 -21.5986 -2.2635 -0.141 1.479 1.134 -1.52
H -9.7896 -19.0382 -3.1500 -0.516 0.091 -0.204 0.25
H -9.8525 -20.1484 -4.5511 -0.098 -0.290 0.341 0.42
H -8.3378 -19.4801 -3.9359 0.068 -0.093 -0.334 0.37
H -8.3633 -23.1184 -2.8395 -0.635 0.156 0.737 0.13
H -8.7848 -22.3719 -4.2994 -0.258 0.578 -0.072 0.60
H -6.6048 -20.9782 -4.0201 -0.089 0.148 -0.070 0.46
H -6.3080 -22.6752 -3.9646 -0.165 -0.242 -0.035 0.47
H -5.1628 -21.6324 -2.1279 -0.015 0.185 0.565 0.90
H -6.5082 -22.6712 -1.5344 0.198 0.098 0.482 -0.96
H -6.7450 -21.4986 0.6285 -0.078 -0.362 -0.259 -0.54
H -5.3372 -20.5121 0.3050 0.085 0.047 -0.566 0.58
H -6.9121 -19.7828 0.6000 0.179 0.198 0.497 0.40
H -6.5229 -18.4510 -1.3443 -0.024 0.300 0.043 0.39
H -5.1505 -19.3135 -1.9362 -0.008 -0.358 0.106 0.43
H -6.5349 -19.0602 -2.9720 -0.114 -0.316 -0.044 0.33
H -10.4922 -22.4020 -1.5268 0.436 -0.170 -0.068 -0.54
H -11.1146 -21.8982 -3.1029 0.593 -0.102 -0.418 0.68
H -11.0671 -20.7990 -1.8029 -0.194 0.109 0.254 0.15
H -8.8515 -18.8460 -1.4452 -0.566 1.446 0.454 0.21
C -13.5309 -21.6721 4.5292 0.131 0.547 -0.669 -1.45
C -13.7212 -20.1449 4.5973 0.482 0.413 0.799 1.97
C -14.7259 -19.8506 5.6735 -0.905 0.424 2.121 -1.32
C -14.3113 -20.0586 7.1148 1.184 -0.034 0.481 -0.79
C -13.1300 -19.0908 7.4147 -0.003 -0.687 -0.867 -1.34
C -11.9514 -19.2052 6.3507 1.028 -0.274 0.428 1.94
N -12.4070 -19.4488 4.9738 -2.224 0.066 -0.893 -0.20
O -11.3299 -19.6624 4.0296 -1.055 -0.142 1.221 0.96
C -11.1346 -17.8840 6.2466 -0.135 0.291 0.079 -1.95
C -11.0102 -20.3568 6.8123 -0.689 -0.080 -0.414 -1.70
C -14.3291 -19.5062 3.3147 1.608 -0.606 -0.975 -2.04
H -12.8518 -21.8935 3.7058 -0.023 -0.241 -0.008 0.04
H -14.4897 -22.1605 4.3551 -0.037 -0.066 -0.136 0.42
H -13.1053 -22.0645 5.4528 0.000 0.110 -0.010 0.27
H -14.9985 -18.7997 5.7698 -0.210 0.322 -1.091 0.34
H -15.6400 -20.4292 5.5398 -0.034 0.050 -0.588 0.51
H -14.0850 -21.0953 7.3643 0.631 -0.186 -0.281 0.38
H -15.1255 -19.8911 7.8198 -0.252 0.561 -0.188 0.46
H -12.7844 -19.3120 8.4245 0.585 0.005 -0.112 0.39
H -13.4664 -18.0551 7.4627 -0.290 0.059 -0.289 0.41
H -10.1527 -18.0547 5.8052 -0.001 -0.225 0.103 0.17
H -11.6269 -17.1637 5.5932 -0.320 -0.169 -0.210 0.38
H -10.9931 -17.3093 7.1618 0.051 -0.475 0.469 0.40
H -10.3082 -20.6683 6.0389 0.189 0.465 -0.037 0.05
H -10.4919 -20.1073 7.7382 -0.009 -0.076 0.024 0.52
H -11.6365 -21.2410 6.9309 0.000 -0.104 0.486 0.37
H -15.3441 -19.7128 2.9752 -0.267 -0.508 0.899 0.47
H -13.7239 -19.9234 2.5098 0.201 0.256 -0.425 0.00
H -14.2102 -18.4236 3.2718 0.175 0.003 0.402 0.39
H -11.2881 -18.7843 3.6438 0.321 0.010 -0.526 -0.19
C -15.6037 -17.9532 -0.0297 -0.439 -0.278 -0.013 -1.39
C -16.7539 -18.8436 -0.6507 0.121 -0.813 0.868 1.59
C -17.2225 -18.2646 -2.0383 1.887 0.510 0.611 -0.99
C -16.2175 -18.5542 -3.1944 -0.967 -1.691 0.597 -0.24
C -16.0550 -20.0942 -3.3725 -0.551 2.025 1.607 -1.32
C -15.5729 -20.7296 -2.0125 0.459 -0.533 -2.242 1.80
N -16.3298 -20.2775 -0.8241 -0.535 0.917 -2.268 0.23
O -15.8046 -20.8874 0.2995 -0.303 0.216 0.551 -0.40
C -15.9824 -22.1904 -2.2256 0.455 -0.864 1.286 -2.03
C -14.0046 -20.6590 -1.9146 -1.061 0.043 0.321 -1.27
C -18.0188 -19.0304 0.3029 0.915 0.965 -1.143 -1.96
H -14.6220 -18.1084 -0.4773 -0.041 -0.303 -0.488 0.19
H -15.4181 -18.1253 1.0305 -0.374 -0.234 0.126 0.00
H -15.8065 -16.8879 -0.1401 -0.315 0.034 -0.012 0.68
H -18.2797 -18.4800 -2.1933 0.212 -0.350 -0.478 0.32
H -17.1046 -17.1821 -1.9908 -0.635 0.241 0.601 0.38
H -15.2176 -18.1964 -2.9488 -0.048 0.437 0.215 -0.04
H -16.5559 -18.0281 -4.0870 0.048 -0.174 -0.156 0.45
H -15.3610 -20.2181 -4.2039 -0.012 -0.811 0.193 0.34
H -17.0325 -20.5543 -3.5170 -0.008 0.142 -0.687 0.46
H -17.0444 -22.3424 -2.0332 -0.078 0.259 -0.210 0.54
H -15.7210 -22.6159 -3.1945 0.139 0.292 -0.088 0.38
H -15.4756 -22.7762 -1.4587 0.050 -0.341 -0.014 0.27
H -13.5382 -21.5204 -2.3927 -0.175 -0.097 0.049 0.53
H -13.5658 -19.7798 -2.3864 -0.111 0.261 0.235 0.25
H -13.7559 -20.7137 -0.8547 0.794 0.061 -0.202 0.02
H -18.6977 -19.6617 -0.2704 0.019 -0.187 0.286 0.50
H -18.5314 -18.0802 0.4532 0.078 0.184 0.187 0.42
H -17.7619 -19.4752 1.2642 0.067 -0.026 -0.194 0.23
H -14.8852 -20.6115 0.3124 0.572 -0.032 0.642 -0.12
```
Positions in Å, forces in eV/Å.

Lowest unoccupied orbital energy = -3.696 eV
Net charge = 0
2S+1 = 1

---

Record order is preserved below.
Gap between HOMO and LUMO: 9.3, 8.5, 9.1, 3.6 eV
Record order is preserved below.
Calculated total energy: -399.82674, -1570.34530, -409.51128, -3632.86632 Ha
Record order is preserved below.
Energy above the lowest of the compared OMol25 structures with the same formula, charge and spin: 3.778, 1.190, 5.903, 0.000 eV